{"formula": "CH4ClPS", "method": "ωB97M-V/def2-TZVPD", "species": ["Cl", "H", "C", "H", "S", "H", "H", "P"], "coordinates": [[-2.78019, -0.89330, 0.14731], [0.18220, -0.46307, 0.02388], [1.22197, -0.47473, 0.11869], [1.74780, -0.82662, -0.72809], [1.76313, 1.27233, 0.08805], [-1.55207, 1.48720, 0.07573], [1.63301, -0.86741, 1.15054], [-2.21586, 0.76559, -0.87612]], "e_tot_ha": -1240.1340, "total_charge": 0, "e_above_lowest_kj_mol": 261.5, "lumo_ev": [-1.41, -1.91], "e_homo_ev": [-9.376, -8.698], "orbital_gap_ev": [7.97, 6.79]}